No. 1
{"formula": "C10H38O14", "method": "the ωB97M-V functional and the def2-TZVPD basis", "species": ["O", "C", "C", "O", "H", "H", "H", "H", "H", "H", "O", "C", "C", "O", "H", "H", "H", "H", "H", "H", "O", "C", "C", "O", "H", "H", "H", "H", "H", "H", "O", "C", "C", "O", "H", "H", "H", "H", "H", "H", "O", "C", "C", "O", "H", "H", "H", "H", "H", "H", "O", "H", "H", "O", "H", "H", "O", "H", "H", "O", "H", "H"], "positions_angstrom": [[-1.30297, 0.72425, 1.32395], [-0.50129, -0.37409, 1.08272], [-0.50187, -0.63408, -0.44683], [-1.71077, -0.54176, -1.19453], [-1.95213, 0.62675, 0.62346], [0.52503, -0.15557, 1.37770], [-0.89739, -1.10438, 1.78833], [0.10845, -1.49701, -0.71321], [0.14359, 0.13465, -0.87173], [-1.44426, -0.40934, -2.10724], [0.79119, 3.81087, 5.20729], [2.07525, 3.96738, 4.56764], [2.91562, 4.79783, 5.49197], [3.21539, 4.02224, 6.74840], [0.20564, 3.25410, 4.68890], [2.52370, 3.02897, 4.24147], [1.83053, 4.47009, 3.63196], [2.43778, 5.77179, 5.59763], [3.78581, 5.04713, 4.88474], [3.56630, 3.14025, 6.60501], [5.57618, 3.17784, -1.36629], [5.37258, 2.20389, -2.41957], [6.35294, 2.52028, -3.59757], [6.29588, 1.60459, -4.69299], [5.90654, 2.77504, -0.55993], [5.56603, 1.28051, -1.87364], [4.38214, 2.10202, -2.86313], [7.37081, 2.42291, -3.22000], [6.26912, 3.51359, -4.03849], [6.60055, 2.05724, -5.48285], [0.37466, 1.01886, -5.93542], [0.80911, 0.05656, -6.88435], [-0.18623, -0.24934, -7.96541], [-1.29483, -0.78203, -7.25891], [1.02886, 1.72007, -5.97939], [1.80432, 0.33740, -7.22900], [0.95473, -0.88812, -6.36045], [0.33033, -0.72978, -8.79634], [-0.44103, 0.75314, -8.30922], [-1.87533, -0.09255, -6.92838], [-4.12023, -2.38044, 6.65155], [-5.54509, -2.39389, 6.36757], [-5.71775, -1.97146, 4.94014], [-5.36801, -0.60480, 4.62913], [-3.94107, -1.44786, 6.51087], [-6.06929, -3.33817, 6.51471], [-5.91689, -1.59294, 7.00657], [-6.77225, -2.14131, 4.72269], [-5.12863, -2.62988, 4.30178], [-4.46860, -0.58594, 4.29400], [-0.06689, -6.98274, -0.11099], [0.36708, -7.78591, 0.17682], [-0.00515, -6.39386, 0.64110], [1.13245, -5.19787, 3.35858], [2.05927, -4.98402, 3.46578], [0.99744, -5.96548, 3.91427], [-4.32236, -4.32098, -0.89240], [-3.82999, -3.54622, -1.16356], [-5.06615, -3.97274, -0.40075], [-5.21062, 1.43327, -5.12676], [-5.51403, 1.98564, -5.84722], [-4.50441, 1.93551, -4.72026]], "atomic_forces_ev_per_a": [[-0.6770, 1.6037, -0.1118], [-0.3561, -0.7002, -0.5289], [2.1381, 0.1418, -0.4419], [-0.4111, -0.4597, 1.1814], [-0.6579, 0.6721, 0.0431], [0.1328, -0.0576, -0.1380], [0.3450, -1.1154, -0.6162], [-0.5169, -0.7965, 0.2906], [0.1204, 0.6179, 0.3565], [-0.1266, 0.0572, -0.0416], [0.4230, -0.3559, 0.2891], [-2.0611, 0.1720, -0.2009], [0.8149, -2.0616, -0.1801], [-0.6196, 2.5289, -1.0854], [0.1159, -0.0505, -0.1810], [0.1918, -0.3306, 0.5499], [0.6241, 0.5646, -0.1929], [-0.2155, -0.3766, 1.2936], [0.7556, -0.2142, 0.4726], [-0.0427, 0.1174, -0.7807], [-0.7850, 0.6825, -1.1073], [1.2575, -0.0550, 0.1333], [1.0661, -0.5410, 0.2697], [-0.8520, -0.5335, 0.2110], [-0.0763, -0.2941, -0.3166], [0.2754, -0.6009, -1.0183], [-0.4301, 0.6714, 0.5776], [0.0983, 0.3518, 0.4349], [-0.5239, 0.3284, 0.7362], [-0.0358, -0.0089, 0.0761], [-0.2098, 0.2731, -0.2279], [1.4586, -1.1287, 0.5179], [0.0980, 2.9983, 1.5612], [-0.2396, -1.4925, -1.0781], [-0.2384, 0.1756, 0.2134], [0.0124, 0.0821, -0.4943], [0.0560, -0.1326, 0.2566], [-0.8781, -1.0765, 0.1763], [-0.3535, 0.0613, -0.6650], [0.2736, 0.2340, -0.2228], [-0.7263, -0.7679, 0.0487], [1.3396, 1.5970, -0.0976], [-0.4235, -0.0681, -0.7948], [-0.3063, -0.6282, 0.6994], [0.5315, 0.1245, 0.1538], [0.6001, -0.1156, 0.3477], [-0.8576, -0.2860, 0.1490], [-0.1266, 0.4026, -0.4390], [-0.0420, -0.1897, -0.0212], [0.0219, -0.0647, -0.0547], [-0.0648, -0.0015, -0.2307], [0.0936, -0.2039, 0.0329], [0.0061, 0.2402, 0.2412], [-0.1687, 0.0656, -0.2189], [0.2396, 0.0924, -0.0019], [-0.0962, -0.1870, 0.1741], [0.0240, -0.2350, -0.0097], [0.1857, 0.2080, -0.1006], [-0.2002, 0.0597, 0.1145], [-0.0305, -0.2182, 0.0342], [-0.1273, 0.1126, -0.1952], [0.1774, 0.1118, 0.1579]], "total_energy_ha": -1456.94652, "gap_ev": 10.2, "de_lowest_kcal_mol": 95.3, "homo_energy_ev": -10.09, "lumo_energy_ev": 0.072}



No. 2
{"formula": "C10H3F3MnN3S3SbSe4", "method": "the ωB97M-V functional and the def2-TZVPD basis", "species": ["Mn", "S", "C", "S", "C", "C", "N", "C", "N", "F", "C", "F", "F", "C", "C", "C", "C", "N", "C", "S", "H", "H", "H", "Se", "Sb", "Se", "Se", "Se"], "positions_angstrom": [[1.76747, -0.18793, -1.49405], [3.83696, 0.23891, -1.64135], [2.72559, 1.56653, -1.26188], [1.27642, 1.73420, -2.30466], [3.03247, 2.53566, -0.21424], [2.02303, 3.44361, 0.19728], [1.13499, 4.13077, 0.47878], [4.38667, 2.68998, 0.17121], [5.51959, 2.77193, 0.40300], [-0.13799, 1.71080, 2.66329], [-1.41938, 1.43251, 2.50190], [-1.83925, 0.81932, 3.65982], [-2.08835, 2.61713, 2.47303], [-1.78805, 0.59171, 1.30397], [-3.14964, 0.44505, 1.11011], [-3.63383, -0.32071, 0.06637], [-2.69789, -0.88034, -0.78907], [-1.39281, -0.70649, -0.65694], [-0.88864, -0.03311, 0.38932], [0.83429, 0.01145, 0.58161], [-3.82679, 0.93269, 1.80214], [-4.69347, -0.48923, -0.07822], [-2.99213, -1.52594, -1.61210], [-1.28454, -5.37021, -1.19621], [0.96589, -4.43889, -1.54102], [2.05579, -5.94478, 0.11844], [0.83498, -5.66020, -3.69195], [1.43862, -2.11441, -1.43859]], "atomic_forces_ev_per_a": [[-1.3910, 3.9364, 0.8215], [1.5054, 1.3659, -0.1308], [1.8503, 2.9218, 0.6622], [0.3707, 1.3291, 0.1538], [-0.6284, -1.4053, -1.9768], [-0.3811, 0.2196, -0.0146], [0.5048, -0.1558, -0.0072], [0.5000, -0.1714, 0.2709], [-0.6145, 0.0920, 0.0073], [0.0155, 0.0308, 0.0329], [-0.2698, -0.2016, 0.0964], [0.1184, 0.1724, -0.2659], [0.0856, -0.1046, 0.0495], [0.4292, -0.0705, -0.1378], [-0.0698, -0.0343, 0.0536], [-0.0743, -0.0983, -0.0492], [0.1133, 0.0340, 0.0543], [0.2041, -0.0253, 0.1245], [-0.6909, 0.2285, 0.1050], [-0.3805, 0.7084, 0.9718], [-0.0164, -0.0341, -0.0347], [0.0493, 0.0374, 0.0138], [-0.0591, 0.1258, -0.0317], [-0.6958, 0.5393, -0.3768], [0.3136, -3.7518, 0.8653], [0.3103, 0.9497, -0.3600], [-0.0470, 0.6308, 0.0340], [-1.0519, -7.2689, -0.9313]], "total_energy_ha": -13038.30596, "gap_ev": [4.9, 5.1], "multiplicity": 6, "de_lowest_kcal_mol": 25.2, "s_squared": 8.936, "total_charge": -2, "homo_energy_ev": [-2.13, -2.04], "lumo_energy_ev": [2.791, 3.048]}